DFT (ωB97M-V/def2-TZVPD) results for 3 unconnected molecules or ions with the total composition C18H25F16NO8 at a distorted geometry.

Last column: natural (NBO) charge in e.
Cartesian coordinates (Å):
F 0.46 -2.33 -5.78  -0.32
C 1.10 -3.40 -5.24  0.52
F 1.44 -4.20 -6.28  -0.33
C 0.22 -4.15 -4.25  0.59
F -0.87 -4.69 -4.85  -0.31
F 0.94 -5.21 -3.77  -0.32
C -0.23 -3.33 -3.03  -0.15
O -1.54 -2.76 -3.11  -0.50
C -1.62 -1.51 -3.80  0.85
F -0.37 -1.04 -4.02  -0.32
F -2.20 -0.64 -2.93  -0.32
C -2.47 -1.59 -5.08  0.50
F -1.97 -2.51 -5.95  -0.31
F -2.48 -0.41 -5.74  -0.32
H 2.02 -3.05 -4.78  0.14
H -0.29 -4.03 -2.19  0.26
H 0.52 -2.59 -2.72  0.21
H -3.50 -1.87 -4.85  0.16
F 4.81 4.12 -0.04  -0.32
C 5.34 5.17 -0.72  0.52
F 6.63 5.28 -0.29  -0.32
C 4.58 6.47 -0.48  0.59
F 4.65 6.85 0.82  -0.31
F 5.21 7.46 -1.19  -0.32
C 3.11 6.45 -0.92  -0.14
O 2.15 6.19 0.10  -0.50
C 1.92 4.81 0.39  0.85
F 2.52 4.05 -0.56  -0.32
F 0.58 4.61 0.24  -0.32
C 2.34 4.43 1.81  0.50
F 3.65 4.69 2.04  -0.31
F 2.17 3.10 2.03  -0.32
H 5.37 4.92 -1.78  0.14
H 2.88 7.47 -1.26  0.23
H 2.95 5.83 -1.81  0.21
H 1.76 4.98 2.56  0.16
C -1.23 1.22 1.46  -0.65
C 0.40 0.94 1.28  -0.42
C 0.69 -0.50 0.48  -0.26
N 0.52 -1.72 1.37  -0.35
O -0.57 -2.44 1.06  -0.39
C -0.40 -3.87 1.36  0.98
O -0.37 -4.71 0.30  -0.55
O -0.32 -4.48 2.70  -0.55
C -1.67 -4.84 3.16  0.21
O -1.98 -4.45 4.54  -0.53
C -1.93 -3.00 4.75  0.19
O -3.29 -2.35 4.77  -0.55
C -3.36 -1.60 3.51  -0.11
C -4.78 -0.78 3.29  -0.09
O -4.66 0.66 3.71  -0.74
H -1.42 2.06 2.26  0.23
H -1.72 0.18 1.76  0.20
H -1.75 1.51 0.42  0.22
H 0.93 1.78 0.62  0.23
H 0.92 0.83 2.33  0.21
H 0.10 -0.56 -0.54  0.22
H 1.84 -0.46 0.18  0.21
H 0.42 -1.41 2.37  0.33
H -1.82 -6.02 3.10  0.21
H -2.43 -4.39 2.36  0.16
H -1.18 -2.42 4.05  0.17
H -1.51 -2.83 5.86  0.20
H -3.23 -2.34 2.60  0.18
H -2.51 -0.77 3.56  0.19
H -4.96 -0.74 2.11  0.17
H -5.71 -1.29 3.79  0.20
H -4.80 1.20 2.86  0.47

* charge: 0
* frontier orbital gap: 9.440 eV
* highest occupied orbital energy: -0.352 Ha
* molar mass: 687.4 g/mol
* E_tot: -80411.8861 eV